{
  "formula": "C2H2NO2P",
  "method": "the ωB97M-V functional and the def2-TZVPD basis",
  "homo_lumo_gap_ev": 8.7,
  "energy_ha": -624.0082,
  "homo_energy_ev": -8.6,
  "species": ["C", "C", "N", "O", "O", "P", "H", "H"],
  "xyz": [[0.008, -1.044, 0.000], [0.353, 0.283, 0.000], [-0.716, 1.106, 0.000], [-1.329, -1.191, 0.000], [1.601, 0.767, 0.000], [-2.085, 0.269, 0.000], [0.621, -1.922, 0.000], [1.548, 1.732, 0.000]]
}

***

{
  "formula": "C4H4N2O",
  "method": "the ωB97M-V functional and the def2-TZVPD basis",
  "homo_lumo_gap_ev": 10.2,
  "smiles": "O=C1N=CN2C[C@@H]12",
  "energy_ha": -339.4430,
  "homo_energy_ev": -10.3,
  "species": ["C", "C", "C", "C", "H", "H", "H", "H", "N", "N", "O"],
  "xyz": [[0.941, 0.248, 0.294], [-0.617, -1.245, 0.277], [-1.492, 0.914, -0.207], [-0.107, 0.713, -0.611], [-1.392, -2.173, -0.044], [-2.170, 1.238, -0.917], [-1.933, 0.919, 0.802], [0.378, 1.091, -1.422], [0.450, -1.016, 0.757], [-1.097, -0.303, -0.734], [2.163, 0.547, 0.363]]
}

***

{
  "formula": "C15H22N2O4",
  "method": "the ωB97M-V functional and the def2-TZVPD basis",
  "homo_lumo_gap_ev": 9.7,
  "smiles": "O=C([C@H](CO)NC(=O)[C@H]1C[C@@]2(C1)C[C@]21CC1)N1CCCO1",
  "energy_ha": -995.1056,
  "homo_energy_ev": -9.0,
  "species": ["O", "C", "N", "C", "C", "O", "C", "O", "N", "C", "C", "C", "O", "C", "C", "C", "C", "C", "C", "C", "C", "H", "H", "H", "H", "H", "H", "H", "H", "H", "H", "H", "H", "H", "H", "H", "H", "H", "H", "H", "H", "H", "H"],
  "xyz": [[0.101, 1.245, 1.460], [-0.472, 0.404, 0.788], [0.200, -0.542, 0.080], [1.646, -0.611, 0.078], [2.125, -1.518, 1.207], [3.534, -1.618, 1.116], [2.048, -1.189, -1.277], [1.423, -2.105, -1.759], [3.038, -0.563, -2.054], [2.485, 0.273, -3.135], [3.709, 1.082, -3.519], [4.352, 1.328, -2.153], [3.780, 0.369, -1.255], [-1.972, 0.376, 0.641], [-2.799, 0.804, 1.877], [-3.632, 1.687, 0.960], [-2.587, 1.573, -0.147], [-5.123, 1.624, 0.704], [-4.496, 2.834, 1.285], [-4.572, 3.605, 2.546], [-4.404, 4.305, 1.205], [-0.296, -1.253, -0.433], [2.051, 0.387, 0.213], [1.804, -1.077, 2.155], [1.645, -2.496, 1.085], [3.851, -2.212, 1.801], [2.106, -0.368, -3.926], [1.681, 0.915, -2.757], [4.360, 0.482, -4.152], [3.461, 2.006, -4.037], [5.435, 1.201, -2.172], [4.114, 2.316, -1.759], [-2.319, -0.575, 0.236], [-3.305, 0.017, 2.435], [-2.182, 1.399, 2.553], [-1.907, 2.427, -0.156], [-2.932, 1.364, -1.159], [-5.411, 1.632, -0.341], [-5.747, 1.022, 1.355], [-5.539, 3.731, 3.019], [-3.731, 3.575, 3.227], [-3.442, 4.738, 0.959], [-5.263, 4.865, 0.860]]
}

***

{
  "formula": "C17H18N4O10P2S3Sr",
  "method": "the ωB97M-V functional and the def2-TZVPD basis",
  "homo_lumo_gap_ev": 5.9,
  "energy_ha": -3538.4710,
  "homo_energy_ev": -7.4,
  "species": ["Sr", "O", "C", "O", "C", "C", "C", "C", "C", "N", "C", "O", "O", "H", "H", "H", "H", "H", "N", "C", "C", "P", "O", "O", "O", "P", "O", "O", "O", "H", "H", "H", "H", "H", "H", "H", "H", "S", "C", "S", "C", "N", "N", "C", "C", "C", "C", "C", "C", "S", "H", "H", "H", "H", "H"],
  "xyz": [[-0.713, 1.070, -1.586], [-0.719, -3.416, -1.849], [-1.033, -2.143, -2.022], [-0.226, -1.307, -2.379], [-2.474, -1.841, -1.737], [-3.406, -2.827, -1.433], [-4.704, -2.422, -1.157], [-5.022, -1.070, -1.174], [-4.016, -0.166, -1.490], [-2.786, -0.554, -1.773], [-4.243, 1.326, -1.607], [-5.246, 1.831, -0.878], [-3.604, 2.003, -2.365], [0.226, -3.540, -2.038], [-3.117, -3.866, -1.409], [-5.464, -3.155, -0.925], [-6.022, -0.717, -0.966], [-5.141, 1.500, 0.032], [0.283, 3.041, 1.839], [-1.208, 3.133, 1.596], [-1.842, 3.919, 2.740], [-1.921, 1.434, 1.479], [-1.901, 0.891, 2.998], [-3.324, 1.528, 0.979], [-0.921, 0.607, 0.725], [-1.272, 4.186, 0.035], [-2.761, 4.770, 0.059], [-0.262, 5.222, 0.356], [-1.126, 3.302, -1.166], [0.516, 2.878, 2.817], [0.650, 3.964, 1.513], [0.724, 2.305, 1.255], [-1.606, 3.473, 3.709], [-2.923, 3.923, 2.614], [-1.498, 4.955, 2.730], [-2.754, 1.031, 3.426], [-3.340, 4.237, -0.504], [4.786, -2.428, -3.398], [4.223, -1.274, -2.359], [3.331, 0.145, -2.882], [3.011, 0.578, -1.190], [3.523, -0.261, -0.364], [4.221, -1.266, -1.000], [4.774, -2.264, -0.145], [4.059, -2.613, 0.994], [4.573, -3.566, 1.859], [5.795, -4.164, 1.592], [6.510, -3.796, 0.461], [6.007, -2.844, -0.411], [2.021, 1.919, -0.785], [3.118, -2.122, 1.198], [4.017, -3.839, 2.746], [6.194, -4.909, 2.269], [7.471, -4.249, 0.257], [6.563, -2.552, -1.287]]
}

***

{
  "formula": "CH5N3O",
  "method": "the ωB97M-V functional and the def2-TZVPD basis",
  "homo_lumo_gap_ev": 10.4,
  "smiles": "NNC(N)=O",
  "energy_ha": -280.5977,
  "homo_energy_ev": -9.7,
  "species": ["C", "H", "H", "H", "H", "H", "N", "N", "N", "O"],
  "xyz": [[0.355, -0.689, 0.016], [0.262, 1.928, -1.395], [-1.227, 1.186, -1.729], [-0.468, 1.174, 0.676], [-0.256, -0.669, 2.022], [0.687, -1.999, 1.554], [-0.243, 1.044, -1.448], [-0.297, 0.520, -0.160], [0.231, -1.154, 1.302], [0.956, -1.343, -0.836]]
}

***

{
  "formula": "C4H3N3",
  "method": "the ωB97M-V functional and the def2-TZVPD basis",
  "homo_lumo_gap_ev": 9.7,
  "energy_ha": -318.4065,
  "homo_energy_ev": -9.4,
  "species": ["N", "C", "C", "N", "C", "C", "N", "H", "H", "H"],
  "xyz": [[2.695, 0.068, 0.250], [1.655, 0.550, 0.070], [0.535, -2.626, 0.083], [-0.209, -1.711, 0.071], [-1.117, -0.675, 0.037], [-0.785, 0.615, -0.069], [0.486, 1.179, -0.140], [-2.162, -0.958, 0.094], [-1.578, 1.352, -0.114], [0.546, 2.176, -0.279]]
}